<one>
A 6-piece molecular cluster, C5H22N2O6 overall, computed with ωB97M-V with the def2-TZVPD basis set.

```
35
Properties=species:S:1:pos:R:3
C -1.9878 -1.2024 0.4615
N -1.1531 0.0108 0.4068
C -1.9769 1.2270 0.7538
C -1.0833 2.4466 0.5767
C -0.6212 2.5919 -0.8423
O 0.3913 3.0748 -1.2632
C -1.3253 -2.3774 -0.2728
N -1.1566 -2.2029 -1.7066
H -3.0037 -1.0933 0.0759
H -1.9549 -1.4517 1.5258
H -0.7920 0.1751 -0.5320
H -1.9811 1.0097 1.8295
H -3.0309 1.2961 0.4798
H -1.4852 3.3852 0.9729
H -0.2135 2.2986 1.2220
H -1.2570 1.9471 -1.4996
H -2.0293 -3.2014 -0.0978
H -0.3898 -2.6211 0.2308
H -0.1641 -2.0650 -1.8905
H -1.5411 -1.3314 -2.0507
H 1.0559 0.9282 2.9453
H 2.4833 0.8456 3.3745
O 1.5998 0.6206 3.6797
H 2.8646 -1.5238 -2.5795
H 2.8001 -1.6004 -1.1681
O 2.1782 -1.5170 -1.8963
H 1.6649 -2.0791 0.8841
H 2.5035 -1.4871 1.8945
O 2.2332 -1.3034 0.9872
H 0.7547 1.2713 -3.1826
H -0.2425 0.2368 -2.7613
O 0.7047 0.3690 -2.8452
H 1.4009 0.8395 0.4701
H 2.7732 0.9724 0.9591
O 1.9808 1.5113 0.8588
```

Gap between HOMO and LUMO ... 0.359 Eh
Structure (SMILES) ... NCCNCCC=O.O.O.O.O.O

=====

<two>
A 6-piece molecular cluster, C5H22N2O6 overall, computed with ωB97M-V with the def2-TZVPD basis set.

```
35
Properties=species:S:1:pos:R:3
N -1.8133 1.8144 -0.0556
C 1.5498 0.8023 1.1736
C 0.4531 0.7366 0.0936
C -0.9508 0.7954 0.6184
C -1.5475 -0.6667 0.3817
N -1.7177 -1.3572 1.4805
C -1.5340 -1.0217 2.9296
O -1.8283 -1.1211 -0.7081
H -1.9340 1.5349 -1.0797
H -2.7386 1.8136 0.3340
H 1.0765 1.1423 2.1418
H 2.1834 1.8136 0.8953
H 2.1917 -0.0038 1.1107
H 0.5169 1.6428 -0.6651
H 0.4985 -0.1027 -0.6044
H -1.1609 0.8453 1.8061
H -2.2884 -2.2392 1.3736
H -0.6353 -0.2739 3.0454
H -1.2064 -1.9582 3.5736
H -2.4465 -0.6593 3.3605
H 2.4487 -0.0653 -1.5310
H 3.4411 0.9306 -1.9709
O 2.6462 0.8523 -1.4967
H -0.8836 -3.3059 -1.1282
H -0.4434 -3.6118 0.1667
O -0.9626 -4.0244 -0.4760
H 0.2645 3.7503 2.0416
H 1.2670 3.5402 1.0338
O 1.2036 3.8444 1.9266
H 0.3334 -2.2586 -2.2888
H 0.2708 -1.6090 -3.5337
O 0.2962 -2.4841 -3.1737
H 0.4951 0.5560 -3.2673
H 1.8084 0.4417 -4.0306
O 1.1464 -0.0940 -3.4776
```

Gap between HOMO and LUMO ... 0.346 Eh
Structure (SMILES) ... CC[C@@H](N)C(=O)NC.O.O.O.O.O

=====

Going by the energies, <one> is most stable and the next is 0.687 eV up.

=====

<one>
A 2-piece molecular cluster, C6H17NOSi overall, computed with ωB97M-V with the def2-TZVPD basis set.

```
26
Properties=species:S:1:pos:R:3
C 1.4698 0.7642 -1.9428
C 3.3958 -0.1180 1.2195
C -1.4622 0.4525 1.9227
C -2.5633 -1.7802 0.0862
C -2.0243 0.8680 -1.0670
C 1.7811 0.5838 -0.5278
N 0.3511 -0.9828 0.0058
O 3.0728 0.1840 -0.1786
Si -1.2787 -0.4350 0.2293
H 0.4719 0.9496 -2.1538
H 1.9317 -0.0219 -2.5223
H 1.8340 1.6961 -2.3246
H 3.1163 -1.2000 1.4412
H 2.9419 0.5759 1.9210
H 4.5224 -0.0010 1.3062
H -0.6930 1.1910 2.0288
H -2.3431 1.0330 1.8861
H -1.4309 -0.0768 2.8458
H -2.4344 -2.2388 -0.9047
H -2.2781 -2.5744 0.9030
H -3.5738 -1.6410 0.3761
H -1.4947 0.8715 -2.0508
H -2.9630 0.3883 -1.2804
H -2.2352 1.9806 -0.8173
H 1.2779 1.1215 0.3297
H 0.6078 -1.5902 -0.7316
```

Gap between HOMO and LUMO ... 0.337 Eh

=====

<two>
A 2-piece molecular cluster, C6H17NOSi overall, computed with ωB97M-V with the def2-TZVPD basis set.

```
26
Properties=species:S:1:pos:R:3
C -3.2564 -0.5869 -1.3742
C -1.4030 0.3067 1.7271
C 1.4417 2.4782 0.2179
C 3.0549 -2.7104 0.0692
C -2.4461 0.5644 -0.6870
C -1.6380 -0.1872 0.2883
N 1.9989 1.2055 0.5101
O 2.6181 -1.3785 0.0241
Si 1.7154 -0.1287 -0.5006
H -2.5813 -0.9739 -2.1249
H -4.1478 -0.2068 -2.0345
H -3.5808 -1.3425 -0.5936
H -0.3034 0.1581 1.9166
H -1.7235 1.4231 1.8543
H -1.9882 -0.3862 2.5097
H 1.2112 2.7051 -0.8430
H 0.4384 2.3952 0.7522
H 1.9325 3.1907 0.7302
H 3.1047 -3.0275 1.0654
H 4.0861 -2.5249 -0.3122
H 2.6523 -3.4353 -0.6198
H -1.9764 1.0746 -1.4394
H -3.0407 1.3676 -0.1001
H -1.2673 -1.1673 -0.1121
H 2.9638 1.1739 0.9021
H 2.1347 0.0130 -1.8260
```

Gap between HOMO and LUMO (alpha / beta) ... 0.272 / 0.273 Eh

=====

Going by the energies, <one> is most stable and the next is 1.918 eV up.

=====

<one>
C3H2N4 as an isolated structure, computed with ωB97M-V with the def2-TZVPD basis set.

```
9
Properties=species:S:1:pos:R:3
N -1.9000 1.6111 -0.5153
C -1.5583 0.5657 -0.1471
C -0.9304 -0.6550 0.1891
C 0.1671 -0.1257 -0.6732
N 1.1972 -0.1756 0.1351
N 0.9146 -0.7030 1.3537
N -0.3417 -0.9288 1.4061
H 0.3073 0.3327 -1.6700
H 2.1444 0.0786 -0.0784
```

Gap between HOMO and LUMO ... 0.361 Eh

=====

<two>
One molecule with the formula C3H2N4, computed with ωB97M-V with the def2-TZVPD basis set.

```
9
Properties=species:S:1:pos:R:3
C 2.8996 -0.0059 0.0150
C 1.6883 -0.0404 -0.0368
C 0.2684 -0.0630 -0.0184
H 3.9610 0.0732 0.1693
H -0.3329 1.9995 -0.0692
N -0.5192 -1.1154 -0.0219
N -1.7718 -0.6804 0.0226
N -1.8227 0.5891 0.0311
N -0.5672 1.0043 -0.0116
```

Gap between HOMO and LUMO ... 0.396 Eh
Structure (SMILES) ... C#Cc1nnn[nH]1

=====

Going by the energies, <two> is most stable and the next is 0.721 eV up.

=====

<one>
One molecule with the formula C3H3NO, computed with ωB97M-V with the def2-TZVPD basis set.

```
8
Properties=species:S:1:pos:R:3
O 1.0286 0.5560 -0.9060
C -0.3099 0.5855 -0.8890
C -0.7577 -0.1162 0.1855
C 0.4303 -0.4825 0.8462
N 1.4969 -0.1337 0.1883
H -0.7377 1.2141 -1.6610
H -1.6295 -0.6855 0.4104
H 0.4790 -0.9376 1.8255
```

Gap between HOMO and LUMO ... 0.407 Eh
Structure (SMILES) ... c1cnoc1

=====

<two>
A 2-piece molecular cluster, C3H3NO overall, computed with ωB97M-V with the def2-TZVPD basis set.

```
8
Properties=species:S:1:pos:R:3
C 0.2299 -0.3168 -1.0314
C 1.3722 -0.5026 1.1405
C -0.9278 0.4693 -0.7557
N 1.4965 0.5451 0.5650
O 1.3448 -1.5152 1.7349
H -0.9208 -0.3461 -0.0125
H -1.8660 0.3192 -1.4025
H -0.7287 1.3470 -0.2382
```

Gap between HOMO and LUMO (alpha / beta) ... 0.325 / 0.325 Eh

=====

<three>
One molecule with the formula C3H3NO, computed with ωB97M-V with the def2-TZVPD basis set.

```
8
Properties=species:S:1:pos:R:3
O 1.5338 0.8296 1.2560
C -0.9893 0.6230 -0.7360
C -0.7727 -0.6689 -0.1788
N 0.3610 -0.9511 0.3585
C 1.2817 0.1110 0.3218
H -1.6277 1.2690 -0.1141
H -1.5619 -1.4272 -0.2405
H 1.7752 0.2145 -0.6669
```

Gap between HOMO and LUMO (alpha / beta) ... 0.295 / 0.290 Eh

=====

<four>
One molecule with the formula C3H3NO, computed with ωB97M-V with the def2-TZVPD basis set.

```
8
Properties=species:S:1:pos:R:3
C 0.8944 0.9047 -0.8372
C -0.3605 0.3383 -0.1848
C -0.2476 -0.8377 0.6672
H -0.9887 1.2401 -0.0790
H -0.9083 -1.1182 1.5424
H 0.6952 -1.3936 0.7324
N 1.7038 1.7596 -1.1838
O -0.7883 -0.8931 -0.6574
```

Gap between HOMO and LUMO ... 0.441 Eh
Structure (SMILES) ... N#C[C@@H]1CO1

=====

Going by the energies, <one> is most stable and the next is 0.654 eV up.

=====

<one>
One molecule with the formula C3H3NO, computed with ωB97M-V with the def2-TZVPD basis set.

```
8
Properties=species:S:1:pos:R:3
C 1.3734 0.2105 0.0424
C 0.0268 0.9774 -0.0527
C -1.0595 -0.0409 -0.1388
H 2.2704 0.7737 0.1354
H -0.2877 1.5037 0.9438
H -0.3239 1.8619 -0.6140
N -2.1708 -0.5133 0.0822
O 1.4366 -0.9286 -0.0183
```

Gap between HOMO and LUMO ... 0.420 Eh
Structure (SMILES) ... N#CCC=O

=====

<two>
One molecule with the formula C3H3NO, computed with ωB97M-V with the def2-TZVPD basis set.

```
8
Properties=species:S:1:pos:R:3
O -2.1576 0.3384 0.1572
C -0.9865 0.5626 0.0087
C 0.0562 -0.5566 -0.0065
C 1.4158 -0.0201 0.0028
N 2.4652 0.4646 0.0147
H -0.5881 1.5867 -0.1314
H -0.0986 -1.1676 -0.9038
H -0.1064 -1.2080 0.8584
```

Gap between HOMO and LUMO ... 0.414 Eh
Structure (SMILES) ... N#CCC=O

=====

Going by the energies, <two> is most stable and the next is 1.340 eV up.